1.
C13H18NP | ωB97M-V with the def2-TZVPD basis set

The geometry in XYZ format:
```
33
C13H18NP | the OMol25 dataset | ωB97M-V with the def2-TZVPD basis set
P -2.7300 -1.2087 -1.2078
N -0.9955 0.3572 0.1832
C 2.4316 -1.9150 0.3100
C 0.9220 1.5285 0.1699
C 1.2210 -2.6092 0.3148
C -3.2603 1.2898 -0.0188
C -0.4343 1.6078 0.1497
C 4.1251 0.5833 -1.2327
C 0.0292 -0.5602 0.2318
C 2.4768 -0.5374 0.2631
C 0.0114 -1.9514 0.2781
C 1.2563 0.1482 0.2217
C 3.7785 0.2085 0.2096
C -2.7904 -0.5937 1.5447
C -2.4088 0.0396 0.2018
H 3.3392 1.2005 -1.6611
H -3.0182 1.7728 -0.9641
H -2.4108 -0.2913 -2.2116
H 3.7071 1.1168 0.8113
H 4.2240 -0.3132 -1.8407
H -4.0898 -0.9098 -1.3108
H 3.3555 -2.4751 0.3447
H -0.9101 -2.5153 0.2788
H 1.2347 -3.6887 0.3508
H 4.5760 -0.4127 0.6226
H -3.1161 2.0016 0.7928
H 5.0623 1.1344 -1.2705
H -2.1694 -1.4580 1.7628
H -3.8322 -0.9096 1.5241
H -2.6595 0.1305 2.3476
H -4.3129 1.0130 -0.0337
H -1.0381 2.4920 0.1115
H 1.6012 2.3575 0.1499
```

The energy above the lowest of the compared OMol25 structures with the same formula, charge and spin is 0.0 kJ/mol. The LUMO energy is 0.0291 hartree. Its SMILES is CCc1cccc2c1ccn2C(C)(C)P. As for the max |F|: 0.7 eV/A. The value obtained for the gap between HOMO and LUMO is 8.45 eV.

2.
C19H32AgN7O11P2S2 | ωB97M-V with the def2-TZVPD basis set

The geometry in XYZ format:
```
74
C19H32AgN7O11P2S2 | the OMol25 dataset | ωB97M-V with the def2-TZVPD basis set
Ag -0.7783 -0.3059 2.0386
S 4.2295 0.1520 -1.5612
S -2.7341 2.8541 0.9277
P -1.1221 -2.0985 4.3412
P -3.0024 -2.4800 2.0516
O 1.2883 0.1334 0.9072
O -1.6836 -2.8082 2.9817
O -1.6483 -0.6971 4.4040
O 4.7749 0.9082 -2.6623
O -4.2168 -3.0608 2.6540
O -2.5898 -3.3342 0.7405
O 0.4528 -1.9110 3.8935
O -2.9412 -1.0149 1.6674
O -1.1960 -3.0467 5.4741
O 5.0735 -0.0266 -0.4036
O 0.8373 1.8084 2.3104
N -1.6751 0.1572 -2.3528
N -1.1659 -0.8594 -3.0653
N -1.0213 -1.3306 -0.9499
N -1.5414 2.9669 3.3405
N -0.7849 -1.7414 -2.2130
N -3.5782 2.1207 3.3816
N 2.7712 0.7948 -1.1827
C 1.5580 1.2360 1.4702
C 0.1685 1.7745 -4.0239
C 3.6789 -2.4905 -1.2186
C 2.8643 -3.9316 -2.9774
C 2.8685 2.1040 -0.4973
C -1.6478 2.3983 4.6861
C 3.7537 -1.4455 -2.1289
C 3.2342 -3.7269 -1.6507
C -0.9677 2.3859 -3.2081
C -2.6228 2.6231 2.5970
C 2.9651 -2.8728 -3.8740
C -4.7566 1.4272 2.8977
C 2.3198 -5.2640 -3.4117
C -3.1100 1.9297 4.7521
C -0.4463 2.9572 -1.8957
C 2.8382 1.9349 1.0165
C -2.1123 1.3926 -2.9774
C -1.5958 -0.1542 -1.0568
C 3.3985 -1.6250 -3.4556
H -0.0235 2.1707 -1.2650
H 0.3453 3.6858 -2.0857
H 2.6594 -3.0166 -4.9036
H -3.1657 0.8758 5.0188
H 0.7356 1.0590 -3.4262
H 2.2363 0.1609 -0.5647
H -0.1989 1.2516 -4.9098
H 2.8941 2.9058 1.5076
H 1.5147 -5.5764 -2.7457
H -5.4634 1.3433 3.7243
H -1.9085 -2.8420 0.2536
H -4.4879 0.4333 2.5336
H 0.8577 -2.7817 3.8214
H -2.5823 1.1192 -3.9223
H -2.8671 1.8245 -2.3188
H -3.7150 2.5318 5.4392
H 3.4596 -0.7902 -4.1409
H 2.0266 2.7162 -0.8266
H 3.1342 -4.5366 -0.9376
H 3.9433 -2.3165 -0.1843
H -5.2070 2.0025 2.0901
H -1.4278 3.1588 5.4378
H -0.6504 2.8938 2.8608
H -1.9849 0.4580 -0.2526
H 3.0929 -6.0354 -3.3893
H -1.2289 3.4437 -1.3139
H 0.8624 2.5550 -4.3429
H 3.6980 1.3307 1.3129
H -0.9737 1.5500 4.8036
H 3.7817 2.6051 -0.8218
H 1.9187 -5.2127 -4.4236
H -1.4123 3.1989 -3.7950
```

The energy above the lowest of the compared OMol25 structures with the same formula, charge and spin is 48.9 kJ/mol. The LUMO energy is 0.1503 hartree. As for the max |F|: 0.5 eV/A. As for the charge: -2. The value obtained for the gap between HOMO and LUMO is 7.39 eV.

3.
C6H9N | ωB97M-V with the def2-TZVPD basis set

The geometry in XYZ format:
```
16
C6H9N | the OMol25 dataset | ωB97M-V with the def2-TZVPD basis set
N 2.4991 -0.5303 0.8162
C 0.5887 0.5450 -0.3704
C -2.0254 0.6199 -0.4712
C 2.4185 -1.3430 -0.3947
C 1.2009 -0.7297 0.1817
C -0.8460 0.4635 -0.6677
C -3.3028 1.0418 0.1011
H -3.0535 1.6919 0.9499
H -3.8881 0.2043 0.4912
H 2.5982 -1.1123 1.6426
H 0.6011 1.3056 0.4234
H 2.8773 -0.8984 -1.2756
H 1.2049 0.9516 -1.1783
H 0.4940 -1.4091 0.6601
H 2.5468 -2.4205 -0.3111
H -3.9135 1.6197 -0.5972
```

The energy above the lowest of the compared OMol25 structures with the same formula, charge and spin is 314.4 kJ/mol. The LUMO energy is 0.0388 hartree. Its SMILES is CC#CC[C@H]1CN1. As for the max |F|: 0.6 eV/A. The value obtained for the gap between HOMO and LUMO is 10.30 eV.

4.
C5H14N2 | ωB97M-V with the def2-TZVPD basis set

The geometry in XYZ format:
```
21
C5H14N2 | the OMol25 dataset | ωB97M-V with the def2-TZVPD basis set
N 0.6958 -1.8530 1.1219
N -0.1889 2.7975 -0.5318
C -0.3756 -2.9230 1.0068
C -0.4251 1.3403 -0.7018
C 0.0187 -0.5082 1.2835
C -0.1784 0.7416 -2.1205
C 0.5748 0.5211 0.2079
H 0.7562 3.0280 -0.8045
H -0.7256 3.4547 -1.0134
H 0.2885 -0.3053 2.2709
H 1.0443 1.1487 0.9085
H -0.0064 -0.3054 -2.0355
H -1.3950 -2.5142 1.2380
H 1.0218 -1.7316 0.1535
H -0.2154 -3.4222 0.0843
H -1.5482 1.2049 -0.1830
H -1.0583 -0.5374 1.2602
H -1.0548 0.8969 -2.7120
H -0.1769 -3.6038 1.8568
H 0.6149 1.1256 -2.7575
H 1.2200 -0.0806 -0.4531
```

The energy above the lowest of the compared OMol25 structures with the same formula, charge and spin is 255.3 kJ/mol. The LUMO energy is 0.0393 hartree. Its SMILES is CNCC[C@H](C)N. As for the max |F|: 3.4 eV/A. The value obtained for the gap between HOMO and LUMO is 10.11 eV.